{"formula": "C63H126NO19Rb", "method": "ωB97M-V with the def2-TZVPD basis set", "total_charge": 0, "orbital_gap_ha": 0.0906, "spin_multiplicity": 1, "symbols": ["Rb", "O", "O", "O", "O", "O", "O", "O", "O", "O", "O", "O", "O", "O", "O", "O", "O", "O", "O", "O", "N", "C", "C", "C", "C", "C", "C", "C", "C", "C", "C", "C", "C", "C", "C", "C", "C", "C", "C", "C", "C", "C", "C", "C", "C", "C", "C", "C", "C", "C", "C", "C", "C", "C", "C", "C", "C", "C", "C", "C", "C", "C", "C", "C", "C", "C", "C", "C", "C", "C", "C", "C", "C", "C", "C", "C", "C", "C", "C", "C", "C", "C", "C", "C", "H", "H", "H", "H", "H", "H", "H", "H", "H", "H", "H", "H", "H", "H", "H", "H", "H", "H", "H", "H", "H", "H", "H", "H", "H", "H", "H", "H", "H", "H", "H", "H", "H", "H", "H", "H", "H", "H", "H", "H", "H", "H", "H", "H", "H", "H", "H", "H", "H", "H", "H", "H", "H", "H", "H", "H", "H", "H", "H", "H", "H", "H", "H", "H", "H", "H", "H", "H", "H", "H", "H", "H", "H", "H", "H", "H", "H", "H", "H", "H", "H", "H", "H", "H", "H", "H", "H", "H", "H", "H", "H", "H", "H", "H", "H", "H", "H", "H", "H", "H", "H", "H", "H", "H", "H", "H", "H", "H", "H", "H", "H", "H", "H", "H", "H", "H", "H", "H", "H", "H", "H", "H", "H", "H", "H", "H"], "xyz": [[9.42003, -3.50316, 22.03795], [8.99330, -5.88352, 12.35490], [-1.42983, -7.37151, 10.38863], [10.30288, 1.48929, 23.14607], [13.05933, -2.19166, 18.93432], [10.00376, 3.08664, 12.14083], [4.79335, -4.14764, 19.20771], [1.10820, 6.61399, 22.45118], [4.39062, -3.43674, 31.03735], [-5.45249, -5.43393, 26.16908], [7.90469, -11.05166, 26.18580], [0.07623, 0.76238, 28.97856], [5.63090, 3.75475, 29.29113], [2.89037, 3.09877, 8.97445], [9.09610, -4.42067, 27.19392], [0.84584, -10.59941, 28.23651], [5.00074, 4.90840, 15.69091], [-6.30426, 2.98447, 19.52428], [0.02759, -11.80136, 17.16172], [-3.69146, -6.45228, 17.34298], [3.89111, -3.05220, 19.47302], [-5.37131, -5.51033, 18.78400], [-5.15793, -3.05238, 25.68972], [9.93083, -2.93005, 28.92246], [2.73593, -2.92905, 17.18401], [10.03168, -10.18924, 25.28118], [-5.65012, 2.49066, 20.40688], [2.86806, -3.31746, 20.56199], [9.45802, -4.29624, 28.34990], [9.10689, 2.71473, 21.48827], [15.05539, -3.16933, 18.04769], [12.76370, -3.38463, 16.85787], [-4.35138, -5.45623, 17.66811], [-5.58468, 0.97869, 20.70287], [5.83796, 2.12373, 27.54618], [1.88105, -11.04261, 27.77517], [3.56451, -2.18877, 18.28766], [4.24946, 5.82618, 15.38000], [-2.78782, -5.64513, 11.36562], [1.86362, 8.66485, 23.35422], [13.57471, -2.84812, 17.99669], [-1.49700, -6.41323, 11.13874], [2.35636, -12.47617, 28.03563], [2.82344, -0.88494, 18.66713], [1.97846, 7.44517, 22.49065], [2.26459, -4.13393, 31.84540], [-0.30023, 1.93860, 26.96199], [7.17879, -4.81178, 11.37982], [10.34872, 2.32557, 22.28905], [8.53367, -10.55197, 25.16333], [2.98783, 5.53522, 14.61889], [10.41810, 2.75037, 14.43836], [-0.13849, 1.81454, 28.42990], [3.29036, -3.96071, 30.74347], [2.95722, -4.45641, 29.37567], [4.91548, 2.73054, 7.80583], [0.61879, -10.63023, 19.17253], [4.05671, 1.12821, 9.72656], [-0.29396, -5.96426, 12.00725], [2.14153, -1.95553, 20.89047], [5.65270, 3.53316, 28.05348], [10.08252, 2.24930, 13.01133], [4.55379, 7.25328, 15.83835], [7.91209, -10.43082, 23.79314], [1.24058, -9.85135, 16.80162], [2.57763, -10.30573, 26.65515], [9.88554, 0.75684, 12.79488], [3.52326, -3.81804, 21.87275], [1.68093, -1.11462, 19.65433], [-4.63970, -4.47811, 25.91730], [0.61003, -10.86476, 17.65792], [1.83721, -4.39606, 20.11438], [3.23899, 7.25943, 21.66594], [-0.25874, 3.12751, 29.23794], [9.61258, -5.48126, 29.29662], [4.85783, -1.64312, 17.66627], [11.58078, 3.18260, 22.07078], [8.49043, -5.42764, 11.32656], [-4.85141, 3.35998, 21.38528], [9.24890, -5.50092, 10.01935], [-4.07857, -4.08680, 17.07390], [5.32946, 4.63764, 27.03623], [3.88853, 2.37669, 8.83521], [-3.12394, -4.79252, 25.74261], [2.25040, -5.28443, 29.32196], [4.73907, -0.89007, 16.88723], [1.28954, -0.16833, 20.02776], [10.54688, -10.59182, 24.40906], [-5.34718, -2.50440, 26.61278], [2.25852, 9.57444, 22.90167], [1.28478, -2.17881, 21.52626], [8.70310, 3.68468, 21.77852], [-3.39554, -6.05788, 12.17085], [-4.44607, -2.49798, 25.07819], [9.27741, 0.30934, 13.58101], [-1.01914, 2.74380, 26.81063], [6.64523, -5.01824, 10.45203], [3.10604, 6.13454, 13.71616], [1.94803, -12.86995, 28.96637], [3.83173, -4.86117, 21.94222], [9.59282, -6.43833, 28.77535], [2.72062, -11.03874, 25.86120], [8.27329, 2.02453, 21.61806], [-0.63485, 1.01492, 26.48982], [2.31750, -5.35470, 19.91837], [10.70080, 3.80289, 14.41880], [5.46362, -2.45753, 17.26894], [-2.52548, -3.88214, 25.77639], [-5.53204, 3.70240, 22.16476], [4.79522, 7.86570, 14.96960], [-5.94647, 0.37920, 19.86752], [3.55702, -9.91681, 26.93376], [2.37556, -0.42550, 17.78600], [6.84954, -10.66054, 23.87254], [11.75442, 3.35866, 21.00920], [1.13878, -4.56098, 20.93481], [0.65636, -8.93949, 16.67790], [3.49969, -0.15919, 19.11891], [7.89976, -9.38893, 23.47311], [1.97210, -13.15812, 27.27710], [6.47385, -5.22058, 12.10372], [0.71023, 3.48922, 29.58195], [5.50108, -1.09835, 18.35732], [9.09946, -2.51133, 29.48958], [9.58731, 2.49414, 15.09580], [1.21441, -4.25195, 19.23151], [1.60084, -10.35944, 19.56027], [1.52906, -3.33016, 31.81308], [-4.95671, -3.73479, 16.53254], [11.70279, -3.17271, 16.99075], [4.19108, 0.26619, 9.07312], [8.47571, -11.00910, 23.06100], [0.44433, -6.74346, 12.19668], [0.62590, 2.24813, 26.47765], [2.19022, -9.58986, 17.26843], [-2.57608, -4.59729, 11.57842], [7.23610, -3.73286, 11.52394], [-6.35615, -5.70819, 18.36087], [6.84786, 1.94140, 27.17882], [8.57074, -5.61586, 9.17379], [1.93129, -9.57360, 26.17108], [3.88263, -4.72978, 28.86873], [12.80262, -4.46871, 16.75129], [10.05770, -9.10809, 25.41728], [-3.91658, -3.39075, 17.89693], [5.83110, 1.54838, 28.47193], [0.25827, -5.13944, 11.55691], [4.07869, 7.03903, 22.32507], [2.48739, -3.61013, 28.87451], [4.96772, 2.00316, 6.99572], [0.80572, 8.83191, 23.55679], [-5.30260, -4.59571, 19.37294], [11.22149, 2.15307, 14.86954], [12.97869, -2.92373, 15.89379], [15.07301, -4.24985, 17.90541], [5.88300, 2.75586, 8.30719], [-2.82523, -5.54682, 26.47054], [-0.70356, -5.64231, 12.96469], [9.41154, 0.59435, 11.82687], [-4.09584, 2.68560, 21.78830], [6.18891, 5.21829, 26.70112], [2.92041, 4.51318, 14.24607], [0.49561, -11.55655, 19.73366], [-0.17552, -9.97593, 19.53178], [9.96864, -6.31944, 10.02940], [15.51470, -2.68382, 17.18662], [10.09469, -2.19738, 28.13224], [1.66828, -2.99973, 17.39194], [3.46925, 8.18119, 21.13168], [9.76994, -4.55183, 9.89349], [-3.17640, -4.12700, 16.46350], [4.87768, 1.16203, 10.44277], [10.70531, -3.17694, 29.64862], [3.10724, 6.48297, 20.91238], [9.34556, 2.85170, 20.43358], [-3.36148, -5.65423, 10.43883], [3.44598, -12.49965, 28.05256], [-0.65724, 3.95605, 28.65242], [4.44967, -3.30049, 22.12180], [4.65916, 5.41228, 27.40867], [4.75089, 3.71662, 7.37149], [11.38777, 4.11514, 22.60107], [10.53039, -5.27827, 29.84847], [-0.95437, 3.09644, 30.07653], [-5.08249, -6.31942, 19.45486], [-4.51518, 4.19341, 20.76846], [10.36425, -10.65825, 26.20721], [5.06818, 1.75595, 26.86773], [0.85952, -1.62700, 19.15346], [15.51402, -2.76378, 18.94951], [10.87645, 0.30276, 12.79345], [2.79385, -1.36204, 21.53104], [3.63044, 7.65876, 16.25201], [2.71855, -4.01221, 32.82887], [1.42037, -10.34475, 15.84646], [-2.89430, -5.33716, 24.82680], [-4.56200, 0.67021, 20.91984], [-6.22915, 0.67712, 21.52859], [-6.05594, -3.25472, 25.10600], [5.38736, 7.32805, 16.53669], [4.84266, 4.20301, 26.16318], [3.10792, 0.90705, 10.21542], [8.78360, -5.46740, 30.00423], [12.40304, 2.65943, 22.55891], [3.08190, -3.93340, 16.93970], [2.09005, 5.82861, 15.16297], [1.75547, -5.09728, 31.81577], [2.82561, -3.55226, 22.66694], [2.81769, -2.39800, 16.23565], [2.37363, 8.48889, 24.30134]]}